No. 1
113
Properties=species:S:1:pos:R:3:forces:R:3 method="wB97M-V/def2-TZVPD" homo_lumo_gap_ev=9.75 total_energy_ev=-989082.5495 charge=0
O -1.127 -4.713 4.567 0.00 -0.56 -0.02
S -0.062 -5.411 3.894 1.34 0.73 -0.69
O -0.002 -6.846 3.826 -0.24 1.12 -0.12
O 0.073 -4.799 2.383 0.22 -0.72 1.03
C -0.750 -3.679 2.035 -0.51 1.40 -0.13
C -1.907 -4.140 1.169 -0.08 -0.50 1.74
C 1.497 -4.766 4.564 -0.77 -0.57 -0.19
H -0.191 -2.873 1.547 0.69 -0.71 -0.33
H -1.055 -3.145 2.934 -0.45 -0.55 0.08
H -1.556 -4.470 0.199 -0.33 0.21 -0.21
H -2.721 -3.418 1.213 0.26 0.30 -0.71
H -2.325 -4.981 1.734 -0.02 -0.27 -0.41
H 2.320 -5.066 3.921 -0.08 0.00 -0.11
H 1.625 -5.193 5.556 -0.06 0.08 0.04
H 1.374 -3.687 4.598 0.07 0.03 0.07
O 0.399 3.716 -0.376 0.22 0.24 0.13
S 1.019 2.451 -0.187 -0.15 -2.16 -0.72
O 1.401 1.966 1.117 0.17 0.61 -0.22
O -0.067 1.389 -0.766 0.47 0.97 0.08
C 0.168 -0.041 -0.593 -0.80 0.57 -0.03
C 0.172 -0.674 -1.956 0.94 0.02 -0.41
C 2.426 2.226 -1.323 -1.08 0.06 0.96
H -0.704 -0.380 -0.027 0.39 -0.17 0.36
H 1.106 -0.144 -0.055 -0.21 -0.41 0.03
H -0.781 -0.680 -2.481 -0.14 0.14 0.38
H 0.551 -1.697 -1.898 -0.07 0.04 0.04
H 0.872 -0.082 -2.554 0.05 -0.26 -0.20
H 3.300 2.605 -0.802 0.03 0.40 -0.23
H 2.113 2.756 -2.215 0.42 0.01 -0.15
H 2.601 1.165 -1.493 -0.25 -0.04 -0.06
O -2.406 -1.058 3.324 0.17 0.15 0.14
S -1.456 -0.738 4.352 1.17 1.34 1.95
O -0.027 -0.829 4.102 -1.13 -0.26 -0.33
O -1.730 0.757 4.958 -0.27 -0.94 -0.85
C -2.148 1.758 3.966 0.56 -0.17 -0.35
C -1.027 2.016 2.959 -0.45 0.32 0.55
C -1.771 -1.643 5.867 -0.87 -0.25 -1.49
H -2.456 2.642 4.518 0.05 -0.15 0.24
H -2.991 1.330 3.425 -0.06 0.26 0.18
H -0.037 2.005 3.411 -0.04 -0.50 0.11
H -1.075 3.028 2.556 -0.47 -0.21 -0.41
H -1.170 1.238 2.211 0.67 0.28 -0.40
H -2.815 -1.507 6.141 0.10 0.40 0.18
H -1.061 -1.340 6.624 0.09 -0.13 0.02
H -1.728 -2.677 5.514 0.57 -0.11 0.42
O -4.782 4.125 2.829 0.15 -0.85 -0.58
S -5.439 3.010 2.206 -0.56 -0.51 1.08
O -6.649 3.236 1.458 0.76 -0.24 -0.03
O -4.351 2.189 1.325 -0.97 1.28 0.37
C -4.923 1.171 0.499 0.42 -1.66 -0.17
C -3.751 0.280 0.054 -0.59 0.12 -0.23
C -5.809 1.757 3.509 0.01 0.25 -1.17
H -5.553 1.522 -0.317 0.35 0.63 0.05
H -5.564 0.514 1.097 -0.15 0.31 0.13
H -3.970 -0.176 -0.913 -0.06 0.03 0.08
H -3.646 -0.519 0.786 0.43 0.02 -0.02
H -2.829 0.847 -0.062 0.01 0.07 0.11
H -5.977 2.311 4.425 0.17 -0.09 0.12
H -4.996 1.034 3.532 0.17 0.32 0.38
H -6.692 1.189 3.225 -0.17 0.32 -0.06
C 4.718 -1.360 -5.197 -0.11 0.28 0.78
Br 4.169 -1.717 -7.015 0.15 0.12 0.59
Br 3.348 -1.830 -3.861 0.33 0.26 -0.56
Br 5.442 0.451 -4.967 -0.17 -0.64 -0.37
H 5.534 -1.992 -4.879 0.08 -0.18 -0.54
C 4.512 5.883 -3.416 0.54 -0.38 -0.73
Br 4.853 7.165 -4.888 -0.08 -0.59 0.92
Br 6.100 5.486 -2.351 -0.25 0.23 -0.41
Br 3.872 4.196 -4.150 -0.01 0.51 0.16
H 3.763 6.314 -2.766 0.00 -0.01 0.02
C 4.819 6.400 1.242 -1.00 0.60 -0.17
Br 4.421 7.712 -0.160 -0.21 -0.17 0.29
Br 3.682 4.829 1.144 0.38 0.53 -0.27
Br 4.475 7.231 2.962 0.50 -0.11 -0.20
H 5.864 6.196 1.062 0.00 -0.41 0.45
C 6.649 1.333 0.018 0.11 -0.21 1.04
Br 5.290 1.764 1.389 0.73 -0.10 -0.76
Br 5.919 1.052 -1.723 0.12 -0.03 0.36
Br 7.760 -0.132 0.678 -0.35 0.09 -0.33
H 7.341 2.161 0.029 -0.24 0.21 -0.29
C 2.862 -0.426 2.234 -0.14 0.31 0.30
C 2.886 -1.825 2.832 -0.13 -0.39 0.46
O 3.714 -2.607 1.965 -0.22 0.36 -1.41
S 3.329 -2.125 0.438 0.95 -1.74 0.66
O 2.072 -2.715 0.080 0.40 0.54 0.09
O 4.469 -2.347 -0.405 -1.07 0.67 0.86
O 3.132 -0.616 0.828 0.17 0.19 -0.68
H 3.645 0.241 2.605 -0.17 -0.38 0.02
H 1.897 0.066 2.332 0.01 -0.12 0.03
H 1.889 -2.268 2.883 -0.02 0.12 -0.13
H 3.335 -1.881 3.822 0.03 0.20 -0.05
C -4.252 -3.554 -4.756 -0.20 0.28 0.07
C -5.364 -2.697 -4.098 -0.20 0.25 0.53
O -4.911 -2.601 -2.735 0.49 0.87 0.43
S -3.326 -2.321 -2.752 -0.50 -2.09 -0.21
O -2.803 -2.760 -1.508 -0.11 0.09 -0.56
O -2.952 -1.050 -3.261 -0.48 0.44 -0.30
O -3.095 -3.426 -3.923 0.60 0.80 0.98
H -3.946 -3.223 -5.747 -0.39 -0.16 -0.10
H -4.523 -4.607 -4.703 -0.03 0.06 -0.35
H -6.345 -3.164 -4.051 0.21 -0.35 -0.09
H -5.550 -1.673 -4.430 0.54 -0.16 -0.57
C -0.602 0.143 -5.471 -0.02 -0.77 0.77
C -0.951 1.449 -4.730 -0.86 -0.57 -1.77
O 0.285 1.923 -4.283 1.21 0.69 0.41
S 1.504 1.534 -5.267 -0.67 -0.61 0.00
O 2.622 1.199 -4.442 -0.96 0.27 -0.37
O 1.673 2.459 -6.336 -0.17 -0.02 0.41
O 0.777 0.226 -5.860 0.62 0.71 0.13
H -1.200 -0.063 -6.353 -0.02 0.23 -0.04
H -0.658 -0.709 -4.792 -0.15 0.00 -0.04
H -1.664 1.290 -3.926 0.41 -0.03 0.35
H -1.419 2.126 -5.453 0.26 0.29 0.21

***

No. 2
81
Properties=species:S:1:pos:R:3:forces:R:3 method="wB97M-V/def2-TZVPD" homo_lumo_gap_ev=2.39 total_energy_ev=-125238.1557 charge=-1
Br -2.801 2.106 -2.354 0.29 0.31 -0.49
C -1.631 2.445 -3.950 0.72 -0.65 -1.28
C -0.320 1.530 -3.863 -0.38 -0.22 1.04
C 0.955 2.233 -3.203 1.25 -0.83 -0.64
C 1.944 2.963 -4.255 -1.78 1.79 -0.97
C 1.157 3.481 -5.545 0.05 -0.14 0.25
C 0.445 4.860 -5.491 -0.44 -2.15 -4.21
C -0.349 5.316 -6.758 2.47 -3.36 0.87
C -0.338 4.387 -7.986 1.11 -0.59 1.60
C 0.415 3.023 -8.056 0.27 1.70 3.94
C 1.166 2.545 -6.795 -2.38 3.73 -0.82
H -1.439 3.562 -4.015 -0.22 -1.60 0.21
H -2.234 2.088 -4.855 0.59 0.76 1.41
H -0.121 1.087 -4.905 -0.03 0.95 1.48
H -0.598 0.625 -3.200 0.33 1.33 -1.05
H 1.573 1.386 -2.714 -1.09 1.27 -0.51
H 0.719 2.970 -2.363 -0.36 -1.05 -0.95
H 2.306 3.941 -3.748 -0.58 -1.27 -0.53
H 0.524 5.478 -4.540 -0.19 -0.94 -1.47
H -0.896 6.311 -6.697 0.68 -1.54 -0.51
H -0.896 4.717 -8.922 0.80 -0.44 1.41
H 0.417 2.357 -8.980 -0.17 1.24 1.25
H 1.747 1.562 -6.748 -0.92 1.69 -0.01
O 2.710 0.396 -0.606 1.91 3.16 2.76
P 3.673 -0.395 0.293 -3.35 -6.66 -4.50
N 4.485 -1.079 -1.059 1.37 0.06 -1.12
C 4.844 -2.462 -1.298 -0.01 -0.29 0.44
C 5.276 -0.153 -1.869 -0.38 0.58 0.02
N 2.447 -1.486 0.833 -0.50 -0.01 0.62
C 2.478 -2.931 0.704 0.37 -0.20 0.62
C 1.056 -1.039 0.750 0.04 0.35 0.02
N 4.791 -1.227 1.396 0.25 3.16 1.65
C 4.420 -0.995 2.816 -0.33 -0.36 0.50
C 6.200 -0.793 1.303 0.41 -0.10 -0.51
H 5.480 -2.892 -0.516 0.01 -0.16 0.10
H 5.384 -2.592 -2.241 0.00 0.43 0.09
H 3.958 -3.087 -1.409 -0.02 -0.05 0.20
H 6.224 0.108 -1.384 0.25 0.00 -0.12
H 4.732 0.780 -2.040 -0.08 -0.10 0.07
H 5.500 -0.555 -2.860 -0.12 -0.13 0.16
H 2.137 -3.255 -0.286 -0.01 -0.02 -0.05
H 1.814 -3.394 1.444 -0.10 0.14 -0.05
H 3.463 -3.355 0.904 0.07 0.20 -0.19
H 0.671 -1.120 -0.271 -0.09 0.12 -0.04
H 0.958 -0.005 1.085 0.04 -0.08 -0.27
H 0.410 -1.630 1.407 0.24 -0.19 -0.01
H 4.452 0.072 3.064 0.15 -0.06 0.17
H 5.098 -1.532 3.487 0.16 0.10 -0.23
H 3.421 -1.361 3.052 0.04 0.08 -0.36
H 6.284 0.299 1.362 0.21 -0.14 0.10
H 6.673 -1.129 0.380 -0.29 0.09 -0.13
H 6.801 -1.234 2.103 -0.30 0.06 0.10
O -2.222 -2.243 2.809 -2.34 -0.99 -3.72
P -3.621 -1.663 3.080 3.57 2.14 7.56
N -2.987 -0.104 3.429 0.44 1.45 -0.51
C -3.286 0.769 4.546 -0.48 -0.12 0.26
C -2.407 0.621 2.298 0.25 -0.42 -0.43
N -3.820 -2.545 4.552 -0.26 -0.81 0.27
C -4.086 -1.971 5.858 -0.72 0.07 -0.01
C -3.024 -3.759 4.729 0.04 -0.01 -0.42
N -5.272 -1.053 3.312 -0.62 -1.83 -3.11
C -6.275 -2.143 3.182 -0.42 -0.42 0.44
C -5.705 -0.031 2.335 0.22 0.68 -0.11
H -4.349 1.024 4.632 -0.11 0.01 0.13
H -2.745 1.718 4.485 0.02 -0.20 -0.40
H -2.955 0.333 5.488 -0.17 -0.11 0.05
H -3.179 1.040 1.643 0.07 0.24 -0.10
H -1.787 -0.038 1.686 -0.11 -0.06 0.08
H -1.753 1.437 2.617 -0.14 -0.12 0.17
H -3.165 -1.634 6.346 0.04 0.04 0.03
H -4.548 -2.717 6.516 0.11 -0.10 -0.08
H -4.799 -1.147 5.823 0.19 0.07 -0.20
H -1.995 -3.522 5.016 0.11 -0.10 -0.04
H -3.010 -4.352 3.813 0.19 0.18 0.08
H -3.455 -4.406 5.500 -0.16 0.27 0.08
H -6.234 -2.601 2.189 -0.23 0.07 0.00
H -7.286 -1.762 3.353 0.17 0.21 -0.15
H -6.129 -2.933 3.919 0.30 0.19 -0.06
H -5.518 -0.361 1.306 -0.22 0.17 0.05
H -5.204 0.924 2.490 0.25 -0.21 0.04
H -6.771 0.190 2.444 0.08 -0.32 0.07

***

No. 3
94
Properties=species:S:1:pos:R:3:forces:R:3 method="wB97M-V/def2-TZVPD" homo_lumo_gap_ev=8.63 total_energy_ev=-275204.2762 relative_energy_kcal_mol=21.0 charge=+1
O 7.994 2.535 -0.389 0.88 0.90 0.75
P 6.902 1.949 -1.121 0.60 -0.23 0.77
O 7.324 1.800 -2.654 -1.36 -0.60 -0.19
O 6.561 0.504 -0.506 -0.68 -0.02 -1.30
P 5.295 3.415 -0.987 -0.01 0.60 -1.23
C 3.607 2.639 -1.080 -0.05 0.10 1.85
C 3.270 1.339 -0.367 -0.10 -1.30 -1.00
C 2.354 0.557 -1.346 0.33 -0.01 0.30
C 2.419 1.180 -2.734 0.31 0.88 1.14
N 3.078 2.544 -2.484 0.55 0.41 -0.17
H 6.590 1.461 -3.198 0.54 0.08 -0.23
H 6.115 -0.049 -1.173 0.21 -0.23 0.53
H 5.379 3.825 0.354 -0.07 -0.54 0.16
H 3.004 3.379 -0.564 -0.17 0.40 -0.19
H 2.770 1.495 0.578 -0.21 0.30 0.15
H 4.096 0.676 -0.140 0.56 0.41 0.00
H 1.359 0.578 -0.941 -0.44 -0.23 -0.22
H 2.703 -0.461 -1.428 -0.25 -0.37 0.13
H 3.101 0.703 -3.416 -0.22 -0.51 -0.32
H 1.429 1.336 -3.132 -0.05 0.01 -0.49
H 3.883 2.669 -3.097 -0.26 0.09 -0.32
H 2.477 3.349 -2.649 -0.18 -0.18 -0.17
Cl -0.148 -1.425 0.205 0.17 0.05 0.22
C -1.310 -0.475 1.177 -0.03 0.00 0.18
C -1.834 0.725 0.434 -0.19 -0.17 0.03
Cl -0.549 1.946 0.181 0.02 0.19 -0.03
H -0.803 -0.177 2.095 -0.20 -0.26 -0.34
H -2.134 -1.140 1.430 -0.02 -0.01 -0.07
H -2.619 1.205 1.016 0.09 0.05 0.09
H -2.236 0.459 -0.538 0.09 0.03 -0.07
Cl 3.104 -2.084 -3.611 0.12 -0.03 0.00
C 1.733 -2.992 -4.319 -0.23 -0.15 -0.05
C 1.098 -2.253 -5.467 0.07 -0.09 -0.13
Cl 0.234 -0.785 -4.943 0.04 0.11 0.02
H 1.020 -3.194 -3.523 0.00 0.08 0.02
H 2.134 -3.938 -4.675 0.07 0.02 0.00
H 0.362 -2.897 -5.943 -0.03 0.01 0.05
H 1.833 -1.958 -6.212 0.03 0.05 0.04
Cl 1.451 -1.931 5.071 0.01 -0.01 -0.04
C 1.811 -0.270 5.608 0.06 0.02 0.03
C 0.621 0.640 5.453 0.16 0.09 0.14
Cl 0.238 0.935 3.728 0.25 0.26 0.34
H 2.665 0.087 5.039 -0.01 -0.02 -0.04
H 2.091 -0.325 6.658 -0.05 -0.01 0.02
H 0.832 1.609 5.901 0.04 0.03 -0.06
H -0.262 0.228 5.927 -0.04 -0.03 -0.07
Cl -1.827 -3.961 -4.669 -0.04 -0.07 -0.04
C -3.316 -3.423 -3.833 -0.04 -0.15 0.08
C -3.272 -1.960 -3.494 -0.04 0.06 -0.03
Cl -2.058 -1.623 -2.227 -0.15 -0.06 -0.19
H -3.438 -4.036 -2.943 0.15 0.00 0.02
H -4.146 -3.618 -4.504 0.15 -0.02 0.02
H -4.240 -1.640 -3.114 0.13 -0.13 -0.01
H -3.032 -1.358 -4.367 0.08 0.00 0.01
Cl 9.465 2.436 4.597 -0.02 0.01 0.02
C 8.150 1.547 3.791 -0.02 -0.07 0.03
C 7.573 2.317 2.632 0.01 -0.07 0.04
Cl 6.665 3.761 3.174 -0.06 0.04 -0.07
H 7.394 1.319 4.537 0.00 0.05 0.03
H 8.572 0.611 3.428 0.02 0.02 -0.05
H 6.865 1.692 2.091 0.00 -0.07 0.04
H 8.336 2.645 1.938 0.03 0.06 0.02
Cl -2.726 0.030 5.321 -0.17 -0.11 -0.10
C -4.125 0.709 6.196 -0.14 -0.01 0.07
C -3.927 2.170 6.495 0.01 0.08 -0.01
Cl -2.633 2.438 7.695 0.03 -0.01 -0.02
H -4.267 0.127 7.102 0.08 -0.01 0.02
H -4.998 0.578 5.559 0.03 0.04 -0.06
H -4.842 2.587 6.912 -0.01 -0.03 0.03
H -3.674 2.724 5.594 0.10 -0.05 0.18
Cl -6.031 -2.544 -5.579 -0.24 0.15 -0.12
C -7.516 -2.001 -4.746 -0.12 -0.04 0.02
C -7.473 -0.536 -4.399 -0.09 0.04 -0.06
Cl -6.271 -0.175 -3.128 -0.14 0.10 -0.01
H -7.645 -2.617 -3.860 0.07 0.00 0.02
H -8.345 -2.192 -5.424 0.02 0.04 -0.04
H -8.442 -0.224 -4.014 -0.01 -0.04 0.04
H -7.233 0.072 -5.266 0.08 -0.01 0.00
Cl -4.898 3.802 3.664 -0.10 0.01 -0.19
C -5.484 5.457 3.983 -0.13 0.08 0.01
C -4.459 6.496 3.613 0.01 0.08 -0.03
Cl -3.043 6.444 4.692 0.02 -0.03 -0.01
H -5.750 5.520 5.035 0.06 -0.04 0.03
H -6.385 5.597 3.389 0.03 -0.02 -0.05
H -4.896 7.488 3.703 -0.03 -0.01 0.05
H -4.109 6.361 2.593 0.03 -0.05 0.01
Cl -0.228 -5.976 -2.170 0.07 0.03 0.09
C -0.762 -7.430 -3.052 -0.02 -0.01 -0.18
C -1.749 -8.244 -2.257 -0.06 -0.05 -0.01
Cl -0.998 -9.008 -0.834 -0.01 0.02 0.02
H 0.121 -8.012 -3.302 0.04 0.00 0.08
H -1.227 -7.087 -3.975 -0.05 0.04 0.03
H -2.144 -9.046 -2.878 0.04 -0.01 -0.03
H -2.578 -7.633 -1.910 0.03 0.03 0.05